{"formula": "C4H5NO2", "method": "ωB97M-V/def2-TZVPD", "symbols": ["H", "N", "C", "C", "C", "O", "C", "O", "H", "H", "H", "H"], "coordinates": [[2.1270, 1.0304, 0.9810], [1.2124, 1.1919, 1.4158], [0.4118, 0.6675, 0.6362], [0.6769, -0.2215, -0.5588], [-0.7395, -0.6348, -1.0672], [-1.5703, -0.4417, 0.0460], [-1.1351, 0.4359, 0.9932], [-1.6954, 0.7888, 1.9789], [1.4158, 0.2081, -1.2735], [1.1060, -1.1999, -0.0728], [-1.1970, -0.0293, -1.8089], [-0.6127, -1.7953, -1.2699]], "forces_ev_per_a": [[0.3, 0.4, 0.5], [1.2, 0.8, 0.5], [-2.8, -1.6, -0.8], [0.6, -1.1, 0.6], [2.3, -2.2, 0.8], [-1.7, 0.0, 1.7], [2.6, -0.1, -0.4], [-0.4, -0.2, -0.7], [-0.7, -0.5, 0.4], [-0.4, 1.8, -1.1], [0.2, 0.1, -1.4], [-1.1, 2.5, -0.1]], "total_charge": 0, "e_homo_ha": -0.3653, "relative_energy_kcal_mol": 34.5, "gap_ha": 0.3771, "e_tot_ev": -9812.8206}

---

{"formula": "C4H5NO2", "method": "ωB97M-V/def2-TZVPD", "symbols": ["C", "C", "C", "O", "C", "O", "N", "H", "H", "H", "H", "H"], "coordinates": [[-0.6756, -1.0213, -1.2519], [-0.0305, -0.2638, -0.1523], [0.7572, -0.5971, 0.8598], [0.9088, 0.4602, 1.7366], [0.1987, 1.5280, 1.2348], [0.0649, 2.5571, 1.8265], [-0.3137, 1.1383, -0.0446], [-1.7422, -1.0869, -1.0143], [-0.5931, -0.5318, -2.2296], [-0.2587, -2.0258, -1.3194], [1.2849, -1.5048, 1.1011], [0.3994, 1.3479, -0.7468]], "forces_ev_per_a": [[0.0, -0.2, 0.0], [-0.1, -0.7, 0.4], [-0.2, -0.4, 0.0], [0.1, 0.2, 0.2], [0.3, 0.2, 0.2], [0.1, -0.5, -0.6], [0.3, -0.2, -0.1], [0.1, -0.1, -0.2], [0.1, 0.0, 0.2], [-0.1, 0.0, 0.0], [-0.2, 0.0, 0.1], [-0.5, 1.7, -0.2]], "total_charge": 0, "e_homo_ha": -0.3372, "relative_energy_kcal_mol": 22.5, "gap_ha": 0.3603, "e_tot_ev": -9813.3371}

---

{"formula": "C4H5NO2", "method": "ωB97M-V/def2-TZVPD", "symbols": ["O", "C", "C", "O", "N", "C", "C", "H", "H", "H", "H", "H"], "coordinates": [[0.9456, -1.3810, 1.8160], [-0.1199, -0.8225, 1.8810], [-0.6136, 0.2211, 0.8591], [-1.7462, 0.6409, 0.9062], [0.3610, 0.5857, -0.0287], [0.1196, 1.0142, -1.3695], [0.5870, -0.3771, -1.1334], [-0.8593, -1.0220, 2.6780], [0.7850, 1.7673, -1.7774], [-0.9365, 1.1335, -1.5970], [-0.1646, -1.1513, -1.3307], [1.5867, -0.6024, -0.8332]], "forces_ev_per_a": [[-0.7, 0.4, 0.0], [0.3, -0.3, 0.1], [-0.6, 0.3, 0.0], [0.1, -0.1, 0.3], [-0.5, 0.1, 0.4], [-0.2, 0.4, -0.1], [0.0, 0.0, 1.0], [0.0, 0.0, 0.0], [0.0, 0.0, 0.2], [0.1, -0.1, -0.3], [0.5, 0.1, 0.4], [0.9, -0.8, -1.8]], "total_charge": 0, "e_homo_ha": -0.3665, "relative_energy_kcal_mol": 59.2, "gap_ha": 0.3559, "e_tot_ev": -9811.7459}

---

{"formula": "C4H5NO2", "method": "ωB97M-V/def2-TZVPD", "symbols": ["C", "N", "C", "C", "O", "C", "O", "H", "H", "H", "H", "H"], "coordinates": [[-1.7260, -1.3496, -0.1035], [-0.8659, -0.6746, 0.5312], [-0.5116, 0.6250, -0.0130], [0.9197, 0.4026, -0.4727], [1.2222, -0.0234, -1.5618], [2.0161, 0.6238, 0.5704], [1.8014, 1.1367, 1.6389], [-2.2777, -0.9708, -0.9743], [-1.9328, -2.3695, 0.2200], [-1.1321, 0.9449, -0.8635], [-0.5301, 1.3751, 0.7831], [3.0167, 0.2798, 0.2451]], "forces_ev_per_a": [[0.1, 0.0, 0.1], [-0.3, -0.2, -0.2], [0.0, 0.1, -0.1], [0.0, -0.1, -0.3], [-0.1, 0.3, 0.4], [0.1, 0.2, 0.4], [0.1, -0.2, -0.5], [0.1, 0.0, 0.1], [-0.1, 0.1, 0.0], [0.1, -0.1, 0.1], [0.0, -0.1, -0.1], [-0.1, 0.0, 0.1]], "total_charge": 0, "e_homo_ha": -0.3632, "relative_energy_kcal_mol": 45.8, "gap_ha": 0.3402, "e_tot_ev": -9812.3280}

---

{"formula": "C4H5NO2", "method": "ωB97M-V/def2-TZVPD", "symbols": ["C", "C", "O", "N", "C", "C", "O", "H", "H", "H", "H", "H"], "coordinates": [[1.3000, -1.1272, -0.1317], [0.1178, -0.2456, 0.1755], [-0.8250, -1.1504, 0.4224], [-1.9520, -0.5512, 0.4494], [-1.7443, 0.7469, 0.0419], [-0.4397, 0.9819, -0.2067], [0.0514, 2.2719, -0.3255], [2.3006, -0.7710, -0.7177], [1.6232, -1.6734, 0.8901], [1.1113, -2.1324, -0.7015], [-2.6108, 1.4280, -0.1831], [1.0673, 2.2226, 0.2868]], "forces_ev_per_a": [[4.3, -2.4, 0.5], [2.7, -1.2, -3.0], [1.4, 0.4, 0.9], [-4.3, 3.6, -1.3], [-4.4, -2.1, 0.5], [2.3, -0.4, 1.8], [5.2, -1.3, 2.5], [-2.6, -0.1, 1.8], [-0.2, 1.7, -2.0], [-0.7, 2.2, 0.5], [1.0, -0.9, 0.7], [-4.7, 0.5, -3.1]], "total_charge": 0, "e_homo_ha": -0.3323, "relative_energy_kcal_mol": 111.4, "gap_ha": 0.3334, "e_tot_ev": -9809.4830}

---

{"formula": "C4H5NO2", "method": "ωB97M-V/def2-TZVPD", "symbols": ["O", "C", "N", "C", "C", "O", "C", "H", "H", "H", "H", "H"], "coordinates": [[-2.0854, -0.8435, -1.2657], [-1.1045, -0.4439, -0.6786], [-0.4592, 0.7563, -0.8841], [0.7975, 0.9002, -0.1665], [0.7905, -0.2892, 0.7762], [-0.3534, -0.3079, 1.6053], [-0.3539, -1.1366, 0.4382], [-1.0164, 1.5550, -1.1420], [0.8582, 1.8518, 0.3709], [1.6494, 0.8345, -0.8564], [1.7131, -0.6699, 1.2052], [-0.4359, -2.2069, 0.5976]], "forces_ev_per_a": [[0.3, 0.2, 0.3], [-0.2, 0.0, -0.1], [-0.2, 0.0, 0.0], [0.1, 0.0, 0.1], [0.2, 0.1, -0.1], [-0.1, 0.0, 0.2], [-0.1, -0.2, -0.1], [0.1, -0.1, -0.2], [-0.1, -0.1, 0.0], [-0.1, 0.0, 0.1], [-0.1, 0.0, -0.1], [0.1, 0.2, -0.1]], "total_charge": 0, "e_homo_ha": -0.3620, "relative_energy_kcal_mol": 26.4, "gap_ha": 0.3946, "e_tot_ev": -9813.1678}

---

{"formula": "C4H5NO2", "method": "ωB97M-V/def2-TZVPD", "symbols": ["O", "C", "C", "C", "N", "C", "O", "H", "H", "H", "H", "H"], "coordinates": [[-2.4779, 0.6991, -0.1090], [-1.7151, -0.2519, -0.0274], [-0.3581, 0.1379, -0.4892], [0.6010, 0.8054, 0.5154], [1.7145, -0.1216, 0.7029], [1.5502, -1.0240, -0.1634], [0.4503, -0.9645, -0.9920], [-2.0662, -1.2391, 0.2855], [-1.0246, 1.0395, -0.9484], [0.9926, 1.7374, 0.0930], [0.1052, 1.0470, 1.4550], [2.2280, -1.8653, -0.3222]], "forces_ev_per_a": [[-1.0, -1.1, 0.8], [-0.9, 0.5, 0.5], [-0.4, 1.0, 0.3], [-0.1, 0.3, 0.3], [-0.2, -0.4, -0.3], [-0.1, 0.3, 0.1], [-0.3, 0.7, -0.4], [0.2, -0.2, 0.2], [3.3, -1.2, -1.5], [-0.1, -0.1, 0.1], [0.1, 0.0, 0.1], [-0.4, 0.2, -0.1]], "total_charge": 0, "e_homo_ha": -0.3667, "relative_energy_kcal_mol": 65.0, "gap_ha": 0.3822, "e_tot_ev": -9811.4941}

---

{"formula": "C4H5NO2", "method": "ωB97M-V/def2-TZVPD", "symbols": ["C", "C", "O", "C", "O", "H", "H", "H", "H", "C", "N", "H"], "coordinates": [[-0.0622, 1.1801, 0.0246], [-0.6500, -0.1458, -0.2878], [-0.0164, -1.1442, -0.5588], [-2.1607, -0.2861, -0.3169], [-2.8951, 0.6458, -0.1240], [-0.7743, 1.7803, 0.6115], [0.1090, 1.7260, -0.9075], [0.8891, 1.1000, 0.5508], [-2.4995, -1.3174, -0.5302], [2.6808, -1.2203, 0.5034], [3.5677, -0.6773, 1.0028], [1.8116, -1.6413, 0.0319]], "forces_ev_per_a": [[-0.2, 0.7, 0.4], [0.5, -0.4, -0.2], [-0.2, 0.1, 0.0], [-0.5, 0.3, 0.1], [0.1, -0.4, -0.1], [0.3, -0.2, -0.2], [0.0, -0.1, 0.0], [0.0, -0.2, -0.1], [-0.1, 0.1, 0.0], [0.8, 0.5, 0.5], [-0.8, -0.5, -0.4], [0.2, 0.0, 0.0]], "total_charge": 0, "e_homo_ha": -0.3846, "relative_energy_kcal_mol": 40.2, "gap_ha": 0.3471, "e_tot_ev": -9812.5713}

---

{"formula": "C4H5NO2", "method": "ωB97M-V/def2-TZVPD", "symbols": ["O", "C", "C", "C", "N", "C", "O", "H", "H", "H", "H", "H"], "coordinates": [[-0.6275, 1.2434, -1.5584], [0.4704, 0.5891, -1.1268], [-0.2134, -0.6675, -0.6025], [0.0949, -0.9541, 0.8649], [-1.2098, 0.2329, 0.0130], [-0.1956, 0.6641, 0.9347], [0.8589, 1.1715, 0.2049], [1.3700, 0.6041, -1.7498], [-0.6227, -1.3951, -1.3001], [1.1215, -1.0298, 1.1917], [-0.5704, -1.7047, 1.3101], [-0.4761, 1.2461, 1.8184]], "forces_ev_per_a": [[-0.9, -0.6, 1.4], [0.8, -0.4, 0.7], [-0.1, -0.3, 0.0], [0.5, 0.3, 0.5], [-0.7, 1.8, -2.3], [-0.2, -0.9, 0.5], [0.1, -0.1, -0.5], [-0.3, 0.1, 0.0], [0.2, 0.1, 0.1], [0.3, -0.5, -0.1], [0.1, 0.5, 0.0], [0.1, -0.2, -0.4]], "total_charge": 0, "e_homo_ha": [-0.3680, -0.3681], "relative_energy_kcal_mol": 136.3, "gap_ha": [0.3372, 0.3374], "e_tot_ev": -9808.4042}

---

{"formula": "C4H5NO2", "method": "ωB97M-V/def2-TZVPD", "symbols": ["O", "C", "C", "O", "N", "C", "C", "H", "H", "H", "H", "H"], "coordinates": [[1.6665, 0.8657, -1.1077], [1.8684, 0.0544, -0.2461], [0.8208, -0.7442, 0.5596], [1.3069, -1.4762, 1.3864], [-0.5729, -0.6459, 0.4118], [-1.2371, -0.1114, -0.7752], [-1.2689, 0.6422, 0.4879], [2.8765, -0.2358, 0.1068], [-2.1074, -0.6893, -1.0785], [-0.6258, 0.2569, -1.5898], [-0.6695, 1.5450, 0.5591], [-2.1507, 0.6224, 1.1231]], "forces_ev_per_a": [[-0.1, -0.2, 0.3], [0.0, 0.0, -0.2], [0.0, -0.1, 0.3], [-0.2, 0.2, -0.2], [0.0, -0.5, 0.1], [0.1, 0.0, -0.4], [0.0, 0.3, 0.2], [0.0, 0.1, -0.1], [0.2, 0.1, 0.1], [0.0, 0.1, 0.1], [0.0, -0.1, -0.1], [0.1, 0.0, -0.1]], "total_charge": 0, "e_homo_ha": -0.3568, "relative_energy_kcal_mol": 55.2, "gap_ha": 0.3385, "e_tot_ev": -9811.9232}

---

What is the formula in the ninth record?
C4H5NO2